18
Properties=species:S:1:pos:R:3 method="wB97M-V/def2-TZVPD" smiles="C=C.NCO.N" de_lowest_kcal_mol=57.5 max_force_ev_per_a=2.187 e_lumo_ev=0.930 spin_multiplicity=1 total_charge=0
C 2.2434 -1.5124 -1.8454
C 2.0357 -1.7847 -0.5385
N 0.0490 3.4079 5.9857
H 1.6746 -1.9842 -2.6832
H -2.5421 -1.0036 -3.6204
H 2.7699 -0.6369 -2.1858
H 0.9904 -2.1351 -0.4045
H 2.7607 -1.7903 0.2762
H -0.9153 3.6203 6.1915
H 0.1747 2.7107 5.2646
H 0.5980 3.0100 6.7387
N -1.6399 0.3575 -1.2572
C -1.0462 -0.4978 -2.2693
O -1.8704 -1.3725 -3.0499
H -1.8297 -0.1616 -0.4025
H -2.5034 0.8190 -1.5222
H -0.4387 -1.1681 -1.6818
H -0.5110 0.1219 -2.9959

17
Properties=species:S:1:pos:R:3 method="wB97M-V/def2-TZVPD" smiles="CN(C)CC(N)=O" de_lowest_kcal_mol=54.5 max_force_ev_per_a=3.442 e_lumo_ev=0.800 spin_multiplicity=1 total_charge=0
C -1.7263 0.8718 0.6101
N -0.6947 0.7544 -0.4300
C -0.5160 1.9224 -1.4131
C 0.5794 0.5233 0.1710
C 0.8865 -1.0323 0.3019
N -0.1123 -2.0038 0.3373
O 2.0886 -1.3710 0.4064
H -2.0021 -0.1501 1.0929
H -2.6483 1.3244 0.2090
H -1.3952 1.4504 1.4663
H -0.5751 1.4795 -2.4669
H -1.4046 2.5593 -1.2391
H 0.4121 2.4197 -1.1261
H 1.4184 0.9117 -0.4593
H 0.8005 0.8047 1.2351
H 0.1270 -2.9312 -0.0013
H -1.1339 -1.8658 0.6676

| no. | calculated total energy (eV) |
| --- | --- |
| 1 | -8330.8292 |
| 2 | -9336.6261 |